Record 1
Below is a molecular structure, C30H36CsN13O6S3, with properties calculated with ωB97M-V/def2-TZVPD.

Summary:
Charge ... -2
Orbital gap ... 6.7 eV
Energy relative to the best compared isomer or geometry (same formula, charge and spin) ... 10.4 kJ/mol
LUMO level ... 3.4 eV

Cartesian coordinates (Å):
Cs  -0.57  -1.09  -0.01
C  -6.32  -2.02  -3.20
C  -5.56  -2.53  -1.97
N  -4.18  -2.86  -2.24
C  -3.21  -1.90  -2.42
S  -1.67  -2.41  -3.02
N  -3.57  -0.67  -2.13
N  -2.53  0.20  -2.05
C  -2.66  1.39  -2.50
C  -3.89  1.90  -3.20
C  -1.49  2.29  -2.31
C  -1.45  3.56  -2.90
C  -0.33  4.35  -2.73
C  0.73  3.88  -1.97
C  0.60  2.61  -1.41
N  -0.47  1.84  -1.56
H  -7.35  -1.77  -2.93
H  -6.33  -2.78  -3.99
H  -5.83  -1.13  -3.59
H  -6.04  -3.43  -1.58
H  -5.58  -1.78  -1.19
H  -3.96  -3.73  -2.70
H  -4.61  1.10  -3.28
H  -3.64  2.26  -4.20
H  -4.34  2.73  -2.65
H  -2.28  3.91  -3.49
H  -0.28  5.33  -3.19
H  1.63  4.46  -1.82
H  1.40  2.20  -0.81
C  0.06  3.80  4.16
C  0.91  2.60  4.31
N  1.53  2.22  5.39
N  2.17  1.07  5.02
C  1.99  0.74  3.73
S  2.62  -0.54  2.85
N  1.15  1.72  3.30
N  0.65  1.83  1.99
H  0.14  4.40  5.07
H  -0.97  3.50  3.99
H  0.40  4.39  3.31
H  2.76  0.58  5.66
H  -0.28  1.40  2.03
H  1.25  1.18  1.47
C  0.54  -2.20  5.68
C  -0.47  -3.24  5.20
C  -1.66  -2.65  4.43
C  -2.60  -3.79  3.98
C  -3.80  -3.30  3.18
C  -2.43  -1.75  5.38
O  -3.01  -2.18  6.36
N  -2.46  -0.43  5.04
C  -1.82  0.17  3.94
O  -1.90  1.39  3.85
N  -1.16  -0.60  3.05
C  -1.11  -1.94  3.18
O  -0.58  -2.66  2.34
H  1.35  -2.68  6.22
H  0.07  -1.47  6.35
H  0.98  -1.66  4.84
H  -0.87  -3.79  6.06
H  0.02  -3.95  4.53
H  -2.93  -4.31  4.88
H  -2.00  -4.47  3.38
H  -4.41  -2.61  3.76
H  -4.43  -4.14  2.89
H  -3.48  -2.79  2.27
H  -2.94  0.21  5.66
O  9.56  1.34  -5.36
S  8.50  2.07  -4.71
O  8.56  2.08  -3.27
O  8.19  3.36  -5.32
C  7.00  1.11  -5.10
N  6.90  0.66  -6.36
C  5.80  -0.03  -6.64
C  4.80  -0.26  -5.71
C  5.00  0.26  -4.45
N  6.10  0.94  -4.14
C  3.99  0.11  -3.35
C  4.37  0.28  -2.03
C  3.42  0.12  -1.03
N  2.13  -0.17  -1.27
C  1.77  -0.33  -2.55
C  2.66  -0.21  -3.61
H  5.71  -0.40  -7.65
H  3.92  -0.84  -5.96
H  5.39  0.54  -1.79
H  3.68  0.25  0.01
H  0.73  -0.55  -2.74
H  2.29  -0.32  -4.61

Record 2
Below is 10 unconnected molecules or ions with the total composition C30H36F10O31PS2, with properties calculated with ωB97M-V/def2-TZVPD.

Summary:
Charge ... -1
Orbital gap ... 6.3 eV
LUMO level ... 1.3 eV

Cartesian coordinates (Å):
C  1.14  -6.95  1.25
S  0.01  -5.88  0.43
O  0.39  -4.54  0.83
O  0.04  -6.18  -0.98
C  -1.61  -6.33  1.14
O  -2.30  -7.14  0.29
P  -4.06  -7.10  0.71
S  -3.64  -8.55  2.42
O  -3.69  -5.73  1.77
C  -2.49  -5.16  1.51
F  -2.58  -4.23  0.46
H  1.06  -7.95  0.83
H  2.12  -6.51  1.16
H  0.84  -7.00  2.29
H  -1.36  -6.80  2.11
H  -4.30  -6.21  -0.38
H  -5.41  -7.09  1.15
H  -4.26  -8.23  -0.14
H  -2.64  -9.25  1.89
H  -2.14  -4.61  2.38
C  -0.70  -1.81  1.78
C  -1.47  -1.86  3.09
O  -1.02  -0.66  3.74
C  -0.66  0.22  2.79
O  -0.47  1.38  2.98
O  -0.55  -0.38  1.59
F  -1.15  -2.91  3.86
H  0.28  -2.28  1.88
H  -1.23  -2.27  0.95
H  -2.55  -1.81  2.98
C  -1.31  0.58  -1.38
C  -2.39  1.52  -1.87
O  -2.71  0.98  -3.14
C  -2.43  -0.36  -3.11
O  -2.80  -1.13  -3.92
O  -1.69  -0.65  -2.02
F  -1.93  2.79  -2.04
H  -0.33  0.88  -1.74
H  -1.28  0.47  -0.30
H  -3.28  1.55  -1.25
C  -1.41  1.21  6.19
C  -2.24  2.43  6.52
O  -2.61  2.19  7.87
C  -1.66  1.40  8.43
O  -1.54  1.22  9.60
O  -0.86  0.88  7.48
F  -3.36  2.52  5.76
H  -2.04  0.39  5.84
H  -0.63  1.40  5.47
H  -1.71  3.37  6.46
C  -0.57  6.12  -2.99
C  -1.99  5.95  -3.49
O  -1.96  6.66  -4.72
C  -0.68  6.62  -5.19
O  -0.36  6.92  -6.29
O  0.16  6.22  -4.22
F  -2.90  6.53  -2.67
H  -0.46  7.05  -2.43
H  -0.22  5.29  -2.39
H  -2.29  4.92  -3.67
C  4.73  -3.83  0.12
C  5.90  -3.93  1.08
O  5.25  -4.32  2.28
C  4.12  -4.99  1.95
O  3.46  -5.65  2.68
O  3.82  -4.79  0.65
F  6.52  -2.74  1.26
H  4.27  -2.84  0.18
H  4.98  -4.07  -0.91
H  6.65  -4.68  0.82
C  3.93  -3.21  5.66
C  2.57  -3.77  6.04
O  1.68  -2.88  5.38
C  2.32  -2.37  4.30
O  1.80  -1.80  3.40
O  3.65  -2.63  4.38
F  2.35  -3.71  7.38
H  4.24  -2.43  6.35
H  4.70  -3.97  5.57
H  2.38  -4.78  5.69
C  -3.85  8.51  -6.44
C  -4.43  9.80  -5.90
O  -4.71  10.53  -7.08
C  -4.92  9.64  -8.09
O  -5.40  9.91  -9.13
O  -4.51  8.41  -7.71
F  -3.55  10.49  -5.14
H  -2.77  8.60  -6.60
H  -4.06  7.65  -5.83
H  -5.36  9.68  -5.33
C  2.09  9.75  -2.18
C  3.14  9.27  -1.20
O  2.35  8.79  -0.12
C  1.14  8.41  -0.62
O  0.35  7.75  -0.05
O  0.98  8.88  -1.88
F  3.93  10.27  -0.77
H  1.80  10.78  -1.97
H  2.38  9.65  -3.22
H  3.76  8.45  -1.57
C  2.68  -5.64  -4.34
C  3.65  -4.47  -4.36
O  4.68  -4.92  -3.51
C  4.70  -6.29  -3.55
O  5.58  -6.96  -3.14
O  3.57  -6.74  -4.14
F  3.11  -3.34  -3.84
H  1.99  -5.56  -3.50
H  2.13  -5.76  -5.26
H  4.07  -4.23  -5.34

Record 3
Below is 2 unconnected molecules or ions with the total composition C30H36FNO3, with properties calculated with ωB97M-V/def2-TZVPD.

Summary:
Charge ... 0
Orbital gap ... 6.1 eV
Energy relative to the best compared isomer or geometry (same formula, charge and spin) ... 15.6 kJ/mol
LUMO level ... -1.0 eV

Cartesian coordinates (Å):
C  -4.56  -1.16  2.43
C  -3.86  -1.54  1.12
C  -3.70  -3.05  1.07
C  -4.77  -1.09  -0.03
C  -2.49  -0.84  1.01
C  -1.33  -1.50  0.72
C  -0.04  -0.88  0.89
C  1.14  -1.54  0.50
C  2.46  -1.23  0.97
C  3.00  0.08  0.99
C  4.33  0.27  1.34
F  4.88  1.52  1.17
C  5.14  -0.76  1.81
C  4.60  -2.06  1.85
C  3.31  -2.29  1.42
C  -0.03  0.41  1.50
C  -1.13  1.22  1.48
C  -1.03  2.73  1.78
C  -1.57  3.52  0.58
C  0.42  3.13  2.00
C  -1.85  3.08  3.03
C  -2.42  0.63  1.15
O  -3.44  1.35  0.97
H  -4.72  -0.07  2.48
H  -5.54  -1.66  2.49
H  -3.96  -1.47  3.29
H  -3.27  -3.37  0.11
H  -3.06  -3.40  1.89
H  -4.68  -3.53  1.17
H  -4.32  -1.37  -0.99
H  -5.75  -1.58  0.05
H  -4.90  0.00  0.01
H  -1.34  -2.54  0.37
H  1.01  -2.51  0.02
H  2.44  0.95  0.65
H  6.15  -0.53  2.14
H  5.21  -2.89  2.21
H  2.89  -3.30  1.43
H  0.91  0.77  1.92
H  -2.62  3.25  0.41
H  -1.50  4.60  0.77
H  -0.98  3.27  -0.31
H  0.84  2.64  2.89
H  1.02  2.86  1.11
H  0.51  4.22  2.13
H  -1.46  2.54  3.90
H  -1.78  4.16  3.24
H  -2.90  2.83  2.87
C  -1.98  2.37  -3.21
C  -1.51  0.95  -3.10
O  -0.23  1.00  -2.41
C  0.42  -0.21  -2.40
C  1.71  -0.07  -1.79
N  2.79  -0.72  -2.38
C  2.62  -1.99  -2.90
C  3.71  -2.67  -3.43
C  4.98  -2.11  -3.40
C  5.13  -0.83  -2.84
C  4.05  -0.15  -2.34
O  -0.11  -1.24  -2.83
H  -2.94  2.39  -3.74
H  -2.10  2.83  -2.22
H  -1.26  2.97  -3.78
H  -2.21  0.35  -2.51
H  -1.40  0.51  -4.11
H  1.94  0.88  -1.32
H  1.61  -2.36  -2.91
H  3.50  -3.65  -3.86
H  5.83  -2.64  -3.83
H  6.11  -0.34  -2.81
H  4.10  0.85  -1.91

Record 4
Below is a molecular structure, C30H36MoN7O7Se3Te2, with properties calculated with ωB97M-V/def2-TZVPD.

Summary:
Charge ... 0
Orbital gap (alpha / beta) ... 5.4 / 5.3 eV
Multiplicity ... 4
Energy relative to the best compared isomer or geometry (same formula, charge and spin) ... 151.4 kJ/mol
LUMO level (alpha / beta) ... -0.3 / -1.1 eV
<S²> ... 3.8456

Cartesian coordinates (Å):
Mo  0.25  -1.72  1.49
O  -0.94  -4.96  -0.91
C  -0.59  -4.19  0.14
O  -0.15  -2.99  -0.06
C  -0.60  -4.58  1.47
C  -0.99  -5.81  2.04
C  -0.82  -6.00  3.40
C  -0.18  -5.03  4.16
C  0.26  -3.83  3.54
N  -0.07  -3.55  2.22
C  1.06  -2.82  4.05
O  1.46  -2.74  5.35
O  1.45  -1.91  3.24
H  -0.71  -4.49  -1.73
H  -1.43  -6.56  1.40
H  -1.18  -6.90  3.87
H  0.00  -5.18  5.21
H  1.23  -3.54  5.82
Se  2.92  -3.34  1.31
Se  5.06  -3.82  0.72
Te  5.89  -2.10  -0.80
Se  2.35  -1.53  0.14
N  -2.78  1.47  4.34
N  -2.31  0.26  3.96
N  -2.64  -0.87  4.54
C  -1.89  -1.75  3.91
N  -1.13  -1.16  2.97
N  -1.42  0.13  3.01
H  -3.74  1.42  4.65
H  -2.62  2.15  3.60
H  -1.91  -2.80  4.11
C  -3.22  -1.79  0.88
C  -2.40  -0.60  0.43
O  -3.00  0.44  0.07
N  -1.10  -0.70  0.26
Te  -0.99  0.75  -1.30
C  -1.12  2.89  -1.54
C  -1.44  3.86  -0.60
C  -1.79  3.51  0.82
C  -1.49  5.20  -0.98
C  -1.27  5.58  -2.30
C  -1.32  7.02  -2.72
C  -1.07  4.59  -3.24
C  -1.00  3.25  -2.89
C  -0.86  2.22  -3.97
C  0.96  0.31  -2.11
C  2.12  1.08  -2.14
C  2.24  2.43  -1.51
C  3.24  0.60  -2.81
C  3.24  -0.61  -3.48
C  4.41  -1.10  -4.26
C  2.06  -1.35  -3.48
C  0.93  -0.91  -2.82
C  -0.32  -1.75  -2.91
H  -4.27  -1.50  0.89
H  -2.95  -2.18  1.86
H  -3.09  -2.60  0.16
H  -2.23  2.52  0.84
H  -2.51  4.24  1.20
H  -0.92  3.52  1.46
H  -1.70  5.96  -0.24
H  -1.16  7.68  -1.87
H  -2.29  7.24  -3.15
H  -0.56  7.22  -3.47
H  -0.96  4.87  -4.28
H  -0.92  2.69  -4.95
H  -1.66  1.48  -3.90
H  0.10  1.71  -3.91
H  1.27  2.83  -1.23
H  2.72  3.12  -2.20
H  2.86  2.37  -0.61
H  4.14  1.20  -2.81
H  5.30  -0.53  -4.03
H  4.20  -1.02  -5.33
H  4.60  -2.15  -4.02
H  2.03  -2.29  -4.01
H  -0.10  -2.68  -3.43
H  -1.10  -1.22  -3.47
H  -0.71  -1.98  -1.91
C  1.65  2.37  2.31
C  0.89  1.31  1.53
O  0.30  1.66  0.48
O  0.91  0.15  2.00
H  1.80  3.27  1.72
H  2.61  1.96  2.64
H  1.07  2.61  3.21

Record 5
Below is a molecular structure, C30H36N4O2ReS2Sb, with properties calculated with ωB97M-V/def2-TZVPD.

Summary:
Charge ... +2
Orbital gap ... 6.0 eV
Energy relative to the best compared isomer or geometry (same formula, charge and spin) ... 194.6 kJ/mol
LUMO level ... -7.0 eV

Cartesian coordinates (Å):
Re  -0.31  0.17  0.22
O  3.60  4.01  -0.79
C  4.26  2.83  -0.84
C  5.62  2.79  -1.15
C  6.29  1.58  -1.20
C  5.62  0.39  -0.95
C  4.28  0.43  -0.65
C  3.57  1.64  -0.59
C  2.15  1.60  -0.25
O  1.59  0.36  -0.12
N  1.42  2.62  -0.05
N  0.12  2.25  0.34
C  -0.54  3.32  0.70
S  -2.11  3.27  1.43
C  -2.03  4.96  2.08
C  -1.29  5.79  1.07
S  0.20  4.88  0.56
H  4.21  4.73  -0.99
H  6.14  3.71  -1.35
H  7.35  1.57  -1.44
H  6.14  -0.56  -0.99
H  3.74  -0.49  -0.45
H  -1.52  4.93  3.04
H  -3.06  5.30  2.23
H  -0.95  6.73  1.50
H  -1.90  6.01  0.19
N  -3.53  3.66  -5.06
C  -3.71  3.18  -4.04
C  -3.94  2.58  -2.75
C  -5.15  2.73  -2.07
C  -5.29  2.14  -0.82
C  -4.26  1.42  -0.29
N  -3.10  1.26  -0.97
C  -2.93  1.82  -2.17
H  -5.95  3.31  -2.51
H  -6.21  2.24  -0.26
H  -4.31  0.95  0.69
H  -1.98  1.66  -2.66
C  -0.59  -4.51  1.78
C  -0.01  -4.25  0.39
Sb  0.88  -2.32  0.20
C  2.22  -2.33  1.86
C  3.05  -3.60  2.02
C  1.99  -2.51  -1.61
C  3.24  -3.38  -1.54
H  -1.03  -5.51  1.82
H  -1.36  -3.79  2.04
H  0.18  -4.47  2.55
H  -0.75  -4.37  -0.39
H  0.81  -4.94  0.17
H  1.59  -2.17  2.73
H  2.85  -1.45  1.76
H  2.43  -4.49  2.12
H  3.65  -3.53  2.93
H  3.73  -3.76  1.19
H  2.23  -1.50  -1.93
H  1.28  -2.92  -2.34
H  4.01  -2.93  -0.90
H  3.67  -3.50  -2.53
H  3.03  -4.38  -1.15
C  -0.52  0.18  2.31
H  -1.04  -0.66  2.77
H  -0.91  1.12  2.72
H  0.54  0.12  2.62
C  -2.03  0.46  -0.43
C  -2.42  -0.98  -0.09
C  -2.41  -1.89  -1.16
C  -3.10  -3.09  -1.07
C  -3.79  -3.40  0.09
C  -3.78  -2.53  1.18
C  -3.11  -1.33  1.08
H  -1.89  -1.63  -2.07
H  -3.10  -3.78  -1.91
H  -4.33  -4.34  0.16
H  -4.31  -2.79  2.08
H  -3.10  -0.64  1.93